[1]
This record from the Open Molecules 2025 dataset describes a gas-phase ion, C26H37N2O4 (charge +1). The level of theory is ωB97M-V with the def2-TZVPD basis set.

Last column: Löwdin charge in e.
Atoms and positions in Å:
O -2.199900 0.028772 -0.635753  0.032
O 4.372386 0.246883 0.268969  -0.004
O -6.831602 -1.378121 0.212330  -0.203
O 2.243711 -1.065758 -1.164451  -0.097
N -1.499466 2.462482 -0.182937  -0.130
N -4.189481 -0.857647 -0.076599  0.110
C -1.380931 2.536055 1.282498  -0.093
C 1.943910 2.890896 0.102155  -0.045
C -7.849067 -2.539294 2.138761  -0.066
C 1.013258 1.010145 -1.054732  0.032
C 3.209427 0.826223 -0.074856  -0.181
C 0.903495 2.328104 -0.617181  -0.238
C 3.078698 2.146524 0.353858  0.023
C -7.977116 -1.488575 1.041377  -0.252
C 8.869785 -1.613905 0.900704  -0.086
C -4.166169 -1.950785 -1.028278  -0.148
C 7.158380 -0.234587 -0.058180  -0.034
C 6.613578 -2.417889 0.765590  -0.041
C 4.783637 -1.015313 -0.244087  -0.127
C -2.814201 2.976833 -0.611704  -0.103
C -3.923410 2.465735 0.319337  -0.095
C 1.189813 -1.658498 -1.886693  -0.061
C -0.362757 3.086926 -0.900822  -0.071
C -2.256339 1.442139 1.899712  -0.086
C -3.509199 1.174364 1.041519  -0.200
C -6.625645 -2.467928 -0.674497  -0.211
C -3.246568 0.056432 0.030044  -0.413
C 2.135114 0.240806 -0.786844  -0.170
C 8.477678 -0.423939 0.310667  -0.076
C 7.936284 -2.610759 1.125579  -0.080
C 6.216578 -1.230327 0.168068  -0.198
C -5.538116 -2.097559 -1.682226  -0.138
H 0.199019 0.578255 -1.614147  0.104
H 1.498070 -2.689559 -2.050157  0.102
H 9.900303 -1.763371 1.185344  0.104
H 4.708307 -1.015507 -1.338773  0.143
H -2.789825 4.069613 -0.608217  0.141
H 8.236842 -3.539582 1.586817  0.104
H -2.987032 2.640972 -1.636216  0.143
H 1.883565 3.910461 0.450635  0.117
H 9.202503 0.356670 0.134072  0.104
H -8.858029 -1.697925 0.420808  0.123
H -3.395267 -1.741359 -1.773505  0.123
H -2.553298 1.744701 2.903013  0.129
H 1.041692 -1.169696 -2.854539  0.103
H -4.331894 0.861864 1.687830  0.148
H 5.886833 -3.196867 0.946956  0.110
H -6.326304 -3.364856 -0.116164  0.127
H -1.689371 3.531695 1.610414  0.145
H -0.268780 4.128832 -0.585008  0.141
H -0.335377 2.388496 1.557870  0.135
H -1.529059 1.402685 -0.424108  0.111
H -7.828946 -3.543262 1.722875  0.071
H -3.901814 -2.875752 -0.504607  0.134
H -4.153117 3.213779 1.079126  0.127
H -8.702854 -2.463764 2.805155  0.081
H -8.089926 -0.495383 1.484185  0.122
H -0.594172 3.061846 -1.968769  0.146
H -5.813222 -1.161355 -2.170318  0.125
H -5.486671 -2.879541 -2.438910  0.124
H -1.680969 0.519575 1.990992  0.131
H -6.940955 -2.378561 2.715757  0.078
H 0.253350 -1.644422 -1.320064  0.091
H 6.849357 0.692221 -0.518034  0.116
H -4.833068 2.296695 -0.256709  0.129
H 3.906416 2.569378 0.899194  0.128
H -7.561481 -2.687658 -1.205046  0.132
H -5.069084 -0.791704 0.432047  0.127
H 4.147844 -1.814335 0.150650  0.129

Cartesian forces, eV/Å:
0.303 -0.120 -0.280
-0.081 0.130 0.158
0.213 0.038 -0.125
0.267 0.386 0.263
0.127 -0.369 -0.201
-0.279 -0.114 0.062
0.131 -0.135 0.704
-0.170 -0.054 -0.160
0.082 0.211 -0.373
0.063 0.061 0.002
-0.229 0.275 -0.049
0.029 0.061 -0.005
0.054 -0.306 -0.080
-0.219 -0.017 0.365
0.039 -0.075 0.045
0.067 -0.185 -0.400
-0.014 -0.034 -0.003
-0.110 0.080 -0.086
0.277 -0.585 -0.249
-0.605 0.205 -0.177
0.008 -0.115 0.001
-0.189 -0.137 -0.119
0.591 0.080 -0.215
-0.036 -0.097 -0.079
-0.042 -0.048 -0.027
-0.016 -0.136 -0.321
-0.318 0.141 0.524
0.062 -0.188 0.019
0.008 0.090 -0.053
0.098 -0.069 0.025
-0.176 0.081 0.052
-0.068 -0.046 0.452
-0.086 -0.136 -0.091
-0.071 0.061 -0.024
0.085 -0.013 0.028
-0.056 0.029 0.189
0.118 -0.088 -0.030
0.028 -0.074 0.042
0.145 0.016 0.067
-0.014 0.144 0.052
0.063 0.063 -0.016
0.077 0.089 0.009
-0.072 -0.067 0.128
0.011 0.014 -0.008
-0.007 0.003 0.036
0.054 0.010 -0.052
-0.088 -0.069 0.038
-0.057 0.027 -0.048
0.038 0.007 -0.122
-0.123 -0.058 -0.011
-0.111 0.076 -0.085
-0.034 0.497 0.064
-0.006 -0.118 0.028
0.042 0.039 -0.086
-0.022 0.006 -0.014
-0.097 -0.034 0.096
-0.101 -0.115 -0.059
-0.128 0.039 0.090
-0.014 -0.008 -0.091
-0.010 -0.016 -0.036
0.024 0.049 0.058
0.067 0.005 0.082
0.022 0.025 -0.021
-0.016 0.112 -0.043
-0.003 0.088 -0.002
0.128 0.035 0.072
0.052 -0.005 0.082
0.173 0.223 0.099
0.122 0.132 -0.092

Properties
- E_LUMO: -1.966 eV
- SMILES: CCOCCCNC(=O)[C@H]1CC[N@H+](Cc2ccc(OCc3ccccc3)c(OC)c2)CC1
- Charge: +1
- Molecular weight: 441.592 g/mol
- DFT total energy: -38727.2681 eV
- HOMO-LUMO gap: 8.507 eV

---

[2]
This record from the Open Molecules 2025 dataset describes a molecular structure, C26H37N5O4PtSSi3. The level of theory is ωB97M-V with the def2-TZVPD basis set.

Last column: Löwdin charge in e.
Atoms and positions in Å:
Pt 0.202101 0.024869 -0.393000  1.074
S 4.015487 2.574103 -1.224493  1.152
Si -1.470489 -2.308090 0.660079  0.428
Si -2.075543 -1.148665 -2.164874  0.381
Si -3.082559 0.288681 0.428034  0.403
O -0.250366 4.066683 -0.634526  0.056
O 1.879826 5.541364 -0.374941  0.111
O 3.623946 5.499689 0.992457  0.084
O -0.600593 1.904863 -0.409595  -0.208
N 2.145651 0.923172 -0.536609  -0.073
N 1.700602 2.449951 2.992951  0.023
N 1.649560 2.183630 -2.448142  0.146
N 0.957854 -1.842007 -0.505774  -0.135
N 0.752743 2.127628 2.107259  0.117
C 0.868035 3.026257 1.143870  -0.165
C 0.244730 -2.854555 0.038691  -0.278
C -2.605439 -3.781385 0.394134  -0.160
C -3.873187 -1.612125 -2.494847  -0.176
C 1.983344 -4.407221 -0.566954  -0.046
C 2.679715 -3.357613 -1.145895  -0.040
C -1.735072 -0.789913 -0.352422  -0.605
C -3.769939 1.626304 -0.697864  -0.172
C 3.168370 0.763448 0.399031  -0.320
C 4.276109 1.585156 0.185699  -0.451
C 5.368586 1.572992 1.040335  -0.076
C -1.069817 -2.581375 -2.877244  -0.172
C 5.340365 0.703035 2.116660  -0.085
C 2.443939 3.500023 2.615814  -0.007
C 3.146929 -0.105097 1.485315  -0.041
C 1.931717 3.932115 1.414076  -0.068
C 2.544346 5.065005 0.667884  -0.535
C -4.564704 -0.795844 0.883071  -0.177
C 2.455345 1.832057 -1.428402  -0.666
C 2.138206 -2.091187 -1.093140  -0.124
C -1.652815 0.311341 -3.273613  -0.177
C -0.040604 2.999609 -0.049351  -0.553
C 4.240577 -0.130209 2.332012  -0.081
C -2.572552 1.087290 2.049547  -0.171
C 0.759884 -4.145402 0.021888  -0.048
C -1.282523 -2.045146 2.506153  -0.164
H -3.140878 2.011838 2.186546  0.038
H -3.986146 -1.864345 -3.552845  0.034
H 4.240951 -0.803469 3.179707  0.104
H 2.275556 -0.722993 1.659687  0.099
H -0.621834 -1.200526 2.714530  0.028
H 0.178330 -4.945775 0.461051  0.109
H -2.802722 0.436814 2.896136  0.022
H 2.384225 -5.412333 -0.588593  0.112
H -4.197727 1.228014 -1.619725  0.017
H -2.003408 1.264350 -2.879829  0.020
H 2.643211 -1.243020 -1.529623  0.110
H 6.210517 2.231707 0.876282  0.115
H -2.614895 -4.106572 -0.647873  0.025
H -1.514423 1.334589 2.088369  -0.011
H 0.673305 1.927654 -2.346997  0.071
H -0.008854 -2.332462 -2.945987  0.021
H 3.631158 -3.508320 -1.635415  0.112
H 0.996980 5.082007 -0.467518  0.062
H -4.989794 -1.326835 0.030669  0.017
H 6.179842 0.671959 2.798179  0.104
H 1.812998 3.075716 -2.885981  0.114
H -0.860685 -2.943805 2.964528  0.034
H -2.094108 0.162534 -4.263330  0.037
H -1.162613 -3.517047 -2.321699  0.018
H 1.804660 1.890187 3.820973  0.160
H -3.013261 2.365683 -0.958986  0.022
H -4.322969 -1.532402 1.653809  0.015
H -4.563807 -0.796539 -2.276111  0.016
H -2.241719 -1.845179 2.986518  0.026
H -1.426987 -2.771332 -3.893383  0.038
H 3.268360 3.880898 3.193643  0.141
H -4.574756 2.136703 -0.160726  0.036
H -3.631028 -3.533692 0.672992  0.026
H -2.296086 -4.629198 1.011801  0.033
H -4.188154 -2.480484 -1.912181  0.024
H -5.346007 -0.151125 1.296430  0.037
H -0.568995 0.373347 -3.408301  0.011

Cartesian forces, eV/Å:
-0.028 0.020 -0.042
0.002 0.008 -0.009
0.018 -0.047 -0.041
0.003 0.007 -0.012
-0.009 -0.028 -0.037
0.107 -0.018 -0.057
-0.060 -0.009 0.016
-0.041 0.031 0.033
0.124 -0.035 -0.054
0.019 -0.023 0.014
0.012 -0.031 -0.012
-0.014 0.003 -0.029
0.029 -0.042 0.056
-0.017 -0.013 0.001
0.089 -0.024 -0.060
0.002 0.001 -0.002
-0.015 0.008 0.008
-0.006 0.005 0.000
-0.002 -0.011 0.001
0.001 0.002 -0.007
-0.021 0.057 0.054
0.014 -0.006 -0.016
-0.019 0.014 -0.017
-0.022 0.012 0.012
-0.001 0.003 0.007
0.021 -0.013 0.022
0.006 0.005 0.002
-0.010 0.032 0.004
-0.011 0.014 -0.008
-0.008 -0.001 0.028
0.096 -0.098 -0.100
-0.005 -0.008 -0.009
0.011 -0.025 0.033
-0.029 0.015 0.013
0.005 -0.018 -0.039
-0.289 0.094 0.227
-0.006 0.000 0.009
-0.013 0.018 0.003
-0.005 -0.004 -0.008
0.021 0.019 0.002
0.004 -0.003 0.000
0.004 -0.004 -0.001
-0.001 0.002 -0.001
-0.004 -0.005 0.004
-0.004 0.000 -0.008
-0.001 0.002 0.002
0.007 -0.002 -0.003
0.002 0.001 0.002
0.023 0.030 0.005
-0.020 0.037 0.044
0.008 0.020 -0.004
0.003 -0.002 -0.003
-0.004 0.002 0.007
0.047 0.012 0.002
-0.012 -0.008 -0.013
-0.002 -0.019 -0.010
0.000 0.002 -0.001
0.002 0.030 0.009
-0.007 -0.005 -0.002
0.000 -0.002 -0.001
0.005 0.006 -0.011
0.000 0.007 0.009
-0.012 0.023 -0.002
-0.006 0.015 -0.013
-0.005 -0.006 0.004
0.008 0.006 0.003
0.011 0.008 0.004
-0.004 -0.036 0.000
-0.003 -0.005 -0.004
-0.003 0.012 -0.004
0.001 -0.001 0.001
0.005 0.006 -0.002
0.001 -0.004 0.000
0.002 0.002 0.000
0.010 -0.018 0.004
-0.002 0.001 -0.005
-0.004 -0.019 0.002

Properties
- E_LUMO: -0.014 eV
- Charge: 0
- Molecular weight: 795.016 g/mol
- DFT total energy: -80924.6998 eV
- HOMO-LUMO gap: 8.660 eV

---

The highest charge belongs to which entry? C26H37N2O4